The following is a DFT calculation (ωB97M-V with the def2-TZVPD basis set) of a molecular structure, C7H16N2O at a distorted geometry.

- Relative energy (zero: lowest compared OMol25 entry of this formula, charge and spin): 90.4 kcal/mol
- Gap between HOMO and LUMO: 8.77 eV
- Net charge: 0
- Strongest force on any atom: 3.42 eV Å⁻¹

CARTESIAN COORDINATES (ANGSTROEM)
O -0.3814 0.5463 -1.7271
N -0.7349 -1.1289 1.5717
N 1.4408 -0.9745 -0.7891
C 2.0893 0.5691 1.0668
C 1.3631 0.3773 -0.2495
C -0.4027 2.1851 0.1275
C 0.4593 -1.1038 -1.7487
C -0.1484 0.7840 -0.4166
C -1.2630 -0.3135 0.5020
C -2.2336 -1.0971 -0.3730
H -3.1227 -1.3556 0.2041
H -0.2689 2.1919 1.2094
H 0.0542 -2.1077 -1.8784
H 1.4786 -1.7133 -0.0966
H 1.6678 -0.0249 1.8736
H -0.3718 -0.5710 2.3327
H 2.0723 1.6160 1.3518
H 0.2884 2.8999 -0.3213
H -2.5521 -0.5042 -1.2295
H 3.1320 0.2656 0.9505
H -0.0233 -1.7779 1.2586
H -1.8411 0.4768 0.9857
H 1.8649 1.0097 -0.9949
H -1.4135 2.4968 -0.1289
H -1.7982 -2.0287 -0.7300
H 0.6450 -0.7175 -2.7510

Here are the Löwdin charges for atoms 1 to 6, given in e: -0.103, 0.033, 0.011, -0.042, -0.328, -0.029